Record 1
Molecular formula: C2H9NSi2
Method: DFT, ωB97M-V/def2-TZVPD

Properties
**Calculated total energy**: -715.27020 hartree
**Multiplicity**: 1
**E_LUMO**: 0.027 Eh
**Relative energy (zero: lowest compared OMol25 entry of this formula, charge and spin)**: 98.8 kJ/mol
**SMILES**: C=C[SiH2][SiH2]N
**HOMO**: -9.42 eV
**Frontier orbital gap**: 10.17 eV

Positions of all 14 atoms, in Å:
H 0.277 -1.565 -2.760
H -0.408 0.684 2.558
C -1.682 0.621 0.960
H -2.800 0.375 0.872
N 1.765 -1.653 -0.615
H 1.896 -1.245 0.280
H 1.750 0.040 -2.700
Si -0.434 1.055 -0.370
H -0.860 1.880 -1.446
H -2.038 0.244 3.071
H 0.523 1.679 0.608
Si 0.900 -0.562 -1.636
H 2.510 -2.152 -1.072
C -1.400 0.599 2.250

Cartesian forces, eV/Å:
-0.085 1.116 1.440
1.740 0.625 0.614
-3.245 -0.658 -0.305
1.651 0.378 -0.886
-0.947 0.529 -0.686
0.928 -0.296 0.822
0.189 0.784 0.465
1.164 -1.249 1.162
-0.561 0.936 -0.584
-0.280 0.432 -0.661
0.159 0.133 -0.688
-1.069 -1.651 -1.850
0.329 -0.043 0.617
0.027 -1.035 0.540

=====

Record 2
Molecular formula: C2H9O2
Method: DFT, ωB97M-V/def2-TZVPD

Properties
**Calculated total energy**: -231.17800 hartree
**Multiplicity**: 2
**E_LUMO (spin up / spin down)**: -0.339 / -0.617 Eh
**Total charge**: +2
**Relative energy (zero: lowest compared OMol25 entry of this formula, charge and spin)**: 44.4 kJ/mol
**HOMO (spin up / spin down)**: -20.86 / -20.79 eV
**Frontier orbital gap (spin up / spin down)**: 11.63 / 4.00 eV

Positions of all 13 atoms, in Å:
H 0.192 -1.375 -1.851
H -1.208 -0.382 -1.428
C -0.567 -1.187 -1.086
O 1.425 2.358 0.011
H 0.861 -0.102 0.204
H -1.167 -0.682 2.033
O -1.083 -0.309 1.136
H 2.186 2.607 0.625
C 0.047 -0.832 0.212
H 0.393 -1.640 0.827
H -1.350 0.623 1.110
H -1.090 -2.148 -1.093
H 1.359 3.070 -0.701

Cartesian forces, eV/Å:
0.281 0.420 0.148
-0.199 0.027 -0.267
0.085 -0.595 -0.698
0.200 0.519 0.057
-0.447 0.281 -0.024
0.075 -0.058 -0.014
0.002 0.183 -0.002
0.082 -0.007 -0.044
0.074 -0.401 0.551
0.249 -0.671 -0.018
-0.141 -0.020 -0.053
-0.319 0.340 0.471
0.056 -0.020 -0.106

=====

Record 3
Molecular formula: C2H9O5
Method: DFT, ωB97M-V/def2-TZVPD

Properties
**Calculated total energy**: -457.87614 hartree
**Multiplicity**: 1
**E_LUMO**: 0.146 Eh
**Total charge**: -1
**Relative energy (zero: lowest compared OMol25 entry of this formula, charge and spin)**: 76.9 kJ/mol
**HOMO**: -4.84 eV
**Frontier orbital gap**: 8.80 eV

Positions of all 16 atoms, in Å:
O 1.374 1.074 0.195
H -1.854 -0.349 -2.607
C -0.845 1.282 1.019
C 0.629 0.986 1.208
H -1.021 2.311 1.335
H 0.783 -1.217 -1.782
H 2.217 -0.810 0.598
H 0.540 -0.011 -0.862
H -1.037 1.262 -0.079
H 1.305 -1.761 1.367
O 1.839 -1.699 0.565
H -1.405 -0.907 -1.173
O 0.949 0.476 2.314
O 0.226 -0.425 -1.717
H -1.599 0.586 1.425
O -2.101 -0.797 -1.807

Cartesian forces, eV/Å:
0.102 0.468 0.100
1.027 0.134 0.317
-0.834 0.523 -1.833
0.012 -2.122 1.137
-0.307 -0.039 0.207
-0.136 0.317 0.150
-0.287 0.326 0.127
0.355 0.236 -0.895
0.020 0.272 0.629
0.173 0.375 -0.089
0.162 -0.797 -0.088
1.064 0.442 -0.556
0.117 0.648 -0.240
1.622 -0.226 0.569
0.778 0.306 0.465
-3.867 -0.862 0.001

=====

Record 4
Molecular formula: C2H9PSi
Method: DFT, ωB97M-V/def2-TZVPD

Properties
**Calculated total energy**: -712.34141 hartree
**Multiplicity**: 1
**E_LUMO**: -0.001 Eh
**Relative energy (zero: lowest compared OMol25 entry of this formula, charge and spin)**: 254.1 kJ/mol
**SMILES**: C[Si](C)=P.[H][H]
**HOMO**: -8.08 eV
**Frontier orbital gap**: 8.06 eV

Positions of all 13 atoms, in Å:
H 1.295 -2.009 0.681
H -2.123 -1.267 -0.466
P 1.910 0.791 -1.862
C 1.092 -1.032 1.299
C -0.884 1.149 0.352
H 1.210 2.144 -1.887
Si 0.852 0.401 -0.056
H -1.382 0.425 1.089
H -0.690 2.250 0.634
H -2.092 -1.534 0.183
H 0.154 -1.108 1.972
H 1.932 -0.837 1.921
H -1.561 1.154 -0.452

Cartesian forces, eV/Å:
-0.499 1.639 1.414
-0.090 0.540 -1.520
-0.836 1.179 1.228
-1.519 -0.724 -1.910
1.421 0.196 1.669
0.459 -1.566 -0.036
-0.923 -0.703 0.175
0.889 1.731 -0.399
-0.718 -1.762 0.223
0.046 -0.697 1.462
1.494 -0.047 -1.329
0.805 0.089 0.462
-0.528 0.124 -1.440

=====

- multiplicity of number 3 (C2H9O5)?
  1

=====

What did the first record say?
Molecular formula: C2H9NSi2
Method: DFT, ωB97M-V/def2-TZVPD

Properties
**Calculated total energy**: -715.27020 hartree
**Multiplicity**: 1
**E_LUMO**: 0.027 Eh
**Relative energy (zero: lowest compared OMol25 entry of this formula, charge and spin)**: 98.8 kJ/mol
**SMILES**: C=C[SiH2][SiH2]N
**HOMO**: -9.42 eV
**Frontier orbital gap**: 10.17 eV

Positions of all 14 atoms, in Å:
H 0.277 -1.565 -2.760
H -0.408 0.684 2.558
C -1.682 0.621 0.960
H -2.800 0.375 0.872
N 1.765 -1.653 -0.615
H 1.896 -1.245 0.280
H 1.750 0.040 -2.700
Si -0.434 1.055 -0.370
H -0.860 1.880 -1.446
H -2.038 0.244 3.071
H 0.523 1.679 0.608
Si 0.900 -0.562 -1.636
H 2.510 -2.152 -1.072
C -1.400 0.599 2.250

Cartesian forces, eV/Å:
-0.085 1.116 1.440
1.740 0.625 0.614
-3.245 -0.658 -0.305
1.651 0.378 -0.886
-0.947 0.529 -0.686
0.928 -0.296 0.822
0.189 0.784 0.465
1.164 -1.249 1.162
-0.561 0.936 -0.584
-0.280 0.432 -0.661
0.159 0.133 -0.688
-1.069 -1.651 -1.850
0.329 -0.043 0.617
0.027 -1.035 0.540

=====

- Which of these has the lowest calculated total energy?
  C2H9NSi2